No. 1
# C5H10O3

A 2-piece molecular cluster, C5H10O3 overall (the ωB97M-V functional and the def2-TZVPD basis, the Open Molecules 2025 dataset).

```
18
C5H10O3, DFT the ωB97M-V functional and the def2-TZVPD basis
C -0.0547 2.1572 -0.7405
C 0.9921 1.1093 -0.9564
O 1.7565 0.6877 -0.1269
O 1.0032 0.6572 -2.2181
H -0.7173 1.8507 0.0727
H -0.6252 2.3096 -1.6535
H 0.4310 3.0856 -0.4448
H 1.7027 -0.0041 -2.3420
C -0.9208 -1.4150 -0.3226
C -0.8684 -0.7207 1.0185
C 0.2340 -1.1895 1.9229
O -1.6504 0.1444 1.3252
H 0.0753 -1.6793 -0.6607
H -1.4241 -0.7945 -1.0595
H -1.4934 -2.3340 -0.2065
H 0.0618 -0.8547 2.9420
H 0.3391 -2.2684 1.8893
H 1.1587 -0.7416 1.5611
```

Output
Energy (hartree): -422.25441
Multiplicity: 1
Energy above the lowest of the compared OMol25 structures with the same formula, charge and spin (kJ/mol): 5.7
SMILES: CC(=O)O.CC(C)=O
LUMO (eV): 0.65

natural (NBO) atomic charge list, values in e, 5 entries: -0.74, 0.80, -0.62, -0.69, 0.27

***

No. 2
# C24H18F3IrN7S2

C24H18F3IrN7S2 as an isolated structure (the ωB97M-V functional and the def2-TZVPD basis, the Open Molecules 2025 dataset).

```
55
C24H18F3IrN7S2, DFT the ωB97M-V functional and the def2-TZVPD basis
Ir -0.0719 -0.0837 0.1113
C -3.2242 1.4620 3.0163
C -2.3927 1.2958 1.8715
N -1.3454 0.4805 1.8322
C -1.1124 -0.3012 2.9503
C -1.8506 -0.1525 4.1253
C -2.9397 0.7251 4.1459
C -1.5103 -0.9603 5.2695
C -0.4627 -1.8055 5.1924
C 0.3946 -1.8738 4.0366
C 1.5422 -2.6672 3.9564
C 2.3169 -2.6699 2.8136
C 1.8723 -1.9051 1.6992
N 0.7232 -1.2092 1.7362
C -0.0005 -1.1755 2.8963
H -4.0313 2.1609 2.8813
H -2.5890 1.8740 0.9617
H -3.5811 0.7790 5.0050
H -2.0527 -0.8560 6.2188
H -0.1676 -2.3599 6.0406
H 1.8720 -3.2532 4.8279
H 3.1967 -3.3249 2.6901
H 2.4386 -1.8782 0.7751
N 1.9219 -3.3377 -3.1909
C 2.5265 -2.1903 -2.8945
N 2.1382 -1.2967 -2.0101
C 2.9115 -0.2143 -2.0932
C 3.9243 -0.2240 -3.0663
S 3.8962 -1.6760 -3.9180
C 2.8510 0.9283 -1.2218
C 3.7715 1.9327 -1.2782
S 3.4088 3.1688 -0.2370
C 2.0491 2.2448 0.3425
N 1.8549 1.1119 -0.2702
N 1.2830 2.7210 1.3375
H 1.1652 -3.6367 -2.5905
H 2.3182 -4.0035 -3.8252
H 4.6303 0.5405 -3.3585
H 4.6524 1.9485 -1.8752
H 1.5233 3.5958 1.8422
H 0.5990 2.0672 1.7062
F -4.6763 0.7995 -5.0363
C -3.6562 1.6744 -4.8954
F -4.1236 2.8433 -4.5070
F -3.0623 1.8474 -6.0930
C -2.7012 1.1480 -3.8442
C -1.8276 2.0064 -3.2198
C -1.0965 1.5109 -2.1412
N -1.1530 0.2503 -1.7065
C -1.9349 -0.5993 -2.4018
C -2.7534 -0.1979 -3.4579
H -1.7794 3.0748 -3.4890
H -0.4135 2.1512 -1.6375
H -1.8813 -1.6130 -2.0406
H -3.3901 -0.8775 -3.9819
```

Output
Energy (hartree): -2508.03657
Multiplicity: 5
Charge: +3
⟨S²⟩: 6.03
LUMO (alpha / beta) (eV): -8.84 / -11.45

natural (NBO) atomic charge list, values in e, 5 entries: 1.24, -0.22, 0.09, -0.56, 0.21

***

No. 3
# C9H17AlFI2NO7P

C9H17AlFI2NO7P as an isolated structure (the ωB97M-V functional and the def2-TZVPD basis, the Open Molecules 2025 dataset).

```
39
C9H17AlFI2NO7P, DFT the ωB97M-V functional and the def2-TZVPD basis
C 1.1225 1.4433 0.8546
C 2.3984 1.6144 -0.1611
I 4.1558 0.6490 0.7654
C 2.1812 1.0070 -1.6671
I 2.4243 2.6626 -3.1422
Al 0.4622 -0.0735 -1.9412
C -0.8514 0.8383 -3.2799
C -2.3927 0.9542 -2.6878
C -2.8683 -0.3660 -1.8292
O -3.0509 -1.5810 -2.3525
O -3.0521 -0.1672 -0.3652
P 1.1392 -2.1677 -2.7784
N 1.6713 -3.0136 -1.4645
O -0.2365 -3.0084 -3.4638
O 2.4504 -2.0570 -3.9378
H 1.3262 2.1032 1.8287
H 0.9965 0.3345 1.2651
H 0.1152 1.8194 0.3852
H 2.5773 2.7885 -0.2836
H 3.1157 0.2953 -1.8815
H -0.3502 -0.4033 -0.6244
H -0.5300 1.9401 -3.5570
H -0.9085 0.2551 -4.3195
H -2.5302 1.9226 -2.0133
H -3.1791 1.0624 -3.5789
H -2.8971 -1.0630 0.0984
H 1.0771 -3.8671 -1.3260
H -0.7937 -2.3113 -3.9484
H 3.2181 -1.5126 -3.5727
C -0.9850 0.7605 5.4159
C -1.2449 -0.6927 5.2108
O -0.5923 -0.9757 3.9938
C 0.4417 -0.0905 3.9319
O 1.3899 -0.1978 3.1721
O 0.2908 0.9294 4.8311
F -2.5664 -0.9283 5.0502
H -1.7091 1.3978 4.8973
H -0.9706 1.0352 6.4741
H -0.8447 -1.3363 6.0015
```

Output
Energy (hartree): -2213.61796
Multiplicity: 1
Charge: -1
LUMO (eV): 2.18

natural (NBO) atomic charge list, values in e, 5 entries: -0.68, -0.34, 0.04, -0.88, 0.00

***

No. 4
# C4H12N2

An isolated ion of composition C4H12N2 and charge +1 (the ωB97M-V functional and the def2-TZVPD basis, the Open Molecules 2025 dataset).

```
18
C4H12N2, DFT the ωB97M-V functional and the def2-TZVPD basis
C -0.3436 2.0974 0.7440
C 0.3139 0.8427 0.1301
C -0.6480 -0.3133 0.1104
C 0.0439 -1.5527 -0.4889
N -0.8274 -2.3478 -1.2822
N 1.5987 0.4894 0.6952
H -0.5913 1.9031 1.7854
H 0.3862 2.9044 0.8207
H -1.2496 2.3817 0.2268
H 0.5631 1.1950 -0.8728
H -1.5196 -0.0151 -0.4767
H -1.0496 -0.6005 1.0871
H 0.8398 -1.2136 -1.1774
H 0.4746 -2.2167 0.2597
H -0.4184 -3.1497 -1.7635
H -1.4947 -1.8706 -1.8948
H 2.3128 1.1430 0.4044
H 1.6092 0.3235 1.6926
```

Output
Energy (hartree): -268.78371
Multiplicity: 2
Energy above the lowest of the compared OMol25 structures with the same formula, charge and spin (kJ/mol): 45.0
Charge: +1
⟨S²⟩: 0.75
LUMO (alpha / beta) (eV): -3.39 / -8.50

natural (NBO) atomic charge list, values in e, 5 entries: -0.62, -0.06, -0.42, -0.28, -0.29

***

No. 5
# C7H11FN2

One molecule with the formula C7H11FN2 (the ωB97M-V functional and the def2-TZVPD basis, the Open Molecules 2025 dataset).

```
21
C7H11FN2, DFT the ωB97M-V functional and the def2-TZVPD basis
C 1.6976 0.8446 0.7720
N 0.9633 -0.0094 -0.1870
C 1.7854 -0.3091 -1.3508
C 0.1326 -0.9350 0.3676
F 0.6756 -2.1423 0.8600
C -0.8861 -0.4029 1.3768
C -1.8498 0.4703 1.0617
C -1.8851 0.7899 -0.3501
C -1.8280 -0.6071 -1.0714
N -0.9522 -1.5094 -0.8436
H 2.5249 0.3179 1.2314
H 2.0247 1.7008 0.0790
H 1.0675 1.0803 1.5865
H 2.7664 -0.7223 -1.0090
H 1.1980 -1.0776 -1.6925
H 2.1461 0.5763 -1.7981
H -0.7660 -0.6300 2.4152
H -2.4765 0.7963 1.7749
H -2.7377 1.3129 -0.7765
H -0.9416 1.3120 -0.5694
H -2.6591 -0.8562 -1.8768
```

Output
Energy (hartree): -482.58803
Multiplicity: 1
Energy above the lowest of the compared OMol25 structures with the same formula, charge and spin (kJ/mol): 140.2
SMILES: CN(C)[C@@]1(F)C=CCC=N1
LUMO (eV): 0.86

natural (NBO) atomic charge list, values in e, 5 entries: -0.41, -0.47, -0.41, 0.59, -0.38

***

No. 6
# C3H8N2O2

A 2-piece molecular cluster, C3H8N2O2 overall (the ωB97M-V functional and the def2-TZVPD basis, the Open Molecules 2025 dataset).

```
15
C3H8N2O2, DFT the ωB97M-V functional and the def2-TZVPD basis
C -0.4968 -0.8812 -0.7933
C 0.7670 -1.3026 -0.6913
N 1.6144 -1.6717 -1.7378
N -1.1352 -0.2644 0.3457
H -1.0051 -0.8449 -1.7468
H 1.2074 -1.3713 0.2995
H 2.5444 -1.3299 -1.5642
H 1.2364 -1.3572 -2.6214
H -2.0977 -0.5810 0.4065
H -1.1335 0.9484 0.3139
H -0.6239 -0.3254 1.2460
O 0.0540 1.2610 2.3374
C -0.2253 2.2509 1.6406
O -0.7720 2.2450 0.4986
H 0.0656 3.2243 2.0664
```

Output
Energy (hartree): -379.07832
Multiplicity: 1
Energy above the lowest of the compared OMol25 structures with the same formula, charge and spin (kJ/mol): 164.6
LUMO (eV): 0.76

natural (NBO) atomic charge list, values in e, 5 entries: -0.16, 0.01, -0.80, -0.78, 0.20